No. 1
{"formula": "C6H7N", "method": "wB97M-V/def2-TZVPD", "symbols": ["N", "C", "C", "C", "C", "C", "C", "H", "H", "H", "H", "H", "H", "H"], "coordinates": [[1.055, -2.652, -1.608], [0.576, -1.865, -0.907], [-0.018, -0.881, 0.005], [-1.064, 0.063, -0.650], [-0.805, 1.373, 0.050], [0.309, 1.357, 0.776], [1.034, 0.037, 0.693], [-0.557, -1.445, 0.770], [-0.946, 0.138, -1.737], [-2.078, -0.307, -0.469], [-1.476, 2.222, -0.049], [0.690, 2.191, 1.357], [1.952, 0.124, 0.097], [1.327, -0.355, 1.674]], "forces_ev_per_a": [[-0.5, 0.8, 0.7], [0.4, -0.6, -0.6], [-0.1, -0.1, 0.0], [0.0, 0.0, 0.0], [0.1, 0.0, 0.1], [-0.1, 0.0, -0.1], [0.0, 0.0, 0.0], [0.2, 0.0, 0.1], [0.1, 0.0, 0.1], [0.1, 0.0, -0.1], [0.1, -0.1, 0.0], [-0.1, -0.1, -0.1], [-0.2, 0.0, 0.1], [-0.1, 0.1, -0.2]], "total_energy_ha": -287.55614, "charge": 0, "gap_ev": 10.66, "e_lumo_ev": 0.88, "smiles": "N#CC1CC=CC1", "homo_energy_ev": -9.79, "de_lowest_ev": 0.8460}

No. 2
{"formula": "C6H7N", "method": "wB97M-V/def2-TZVPD", "symbols": ["C", "C", "C", "N", "H", "H", "H", "C", "C", "C", "H", "H", "H", "H"], "coordinates": [[0.373, 0.337, 2.270], [-0.424, 1.238, 1.759], [-1.326, 2.053, 1.404], [-2.130, 2.895, 1.051], [1.426, 0.626, 2.126], [0.300, -0.602, 2.805], [-1.913, 3.786, 0.625], [2.138, -0.250, -1.363], [0.952, -0.399, -1.433], [-0.426, -0.093, -1.620], [3.211, -0.370, -1.265], [-0.523, 0.938, -1.711], [-0.954, -0.432, -0.784], [-0.851, -0.419, -2.595]], "forces_ev_per_a": [[2.1, 1.0, -0.5], [-0.5, -1.3, 0.8], [0.4, 0.9, -0.5], [-1.5, 0.0, 0.0], [-0.1, -0.4, 0.2], [-1.0, 0.1, -0.1], [0.6, -0.1, 0.0], [1.5, -1.0, 0.3], [1.0, 0.8, -0.5], [-0.5, -1.1, -1.8], [-0.7, 0.3, -0.1], [-0.1, 2.1, 0.3], [-1.4, -0.6, 1.0], [0.3, -0.5, 0.8]], "total_energy_ha": -287.38610, "charge": 0, "gap_ev": 8.60, "e_lumo_ev": -0.01, "smiles": "C=C=C=N.C#CC", "homo_energy_ev": -8.61, "de_lowest_ev": 5.4731}

No. 3
{"formula": "C6H7N", "method": "wB97M-V/def2-TZVPD", "symbols": ["C", "C", "C", "C", "C", "C", "N", "H", "H", "H", "H", "H", "H", "H"], "coordinates": [[-1.746, 0.690, -0.075], [-2.016, -0.694, 0.514], [-1.956, -0.405, -1.010], [-0.304, 0.946, -0.046], [0.112, -0.539, -0.109], [1.583, -0.904, -0.252], [-0.784, -1.369, 0.325], [-2.585, 1.452, 0.215], [-2.836, -0.949, 1.175], [0.171, 1.476, -0.918], [-0.026, 1.511, 0.805], [1.512, -1.937, -0.524], [1.869, -0.633, 0.874], [1.988, -0.233, -0.989]], "forces_ev_per_a": [[-2.2, 1.8, 1.6], [0.4, 1.0, -1.3], [-1.5, -1.0, -0.5], [1.0, 0.1, -1.5], [0.5, 1.1, 1.0], [-2.5, 1.1, 2.4], [0.2, -0.4, 0.4], [1.7, -1.4, -1.1], [0.3, -0.4, -0.3], [-1.0, -0.4, 0.5], [0.9, 0.2, 1.3], [1.1, -0.7, 0.1], [0.3, -0.9, -2.5], [0.7, 0.0, -0.1]], "total_energy_ha": -287.36733, "charge": 0, "gap_ev": 9.41, "e_lumo_ev": 0.56, "homo_energy_ev": -8.85, "de_lowest_ev": 5.9840}

No. 4
{"formula": "C6H7N", "method": "wB97M-V/def2-TZVPD", "symbols": ["C", "C", "C", "C", "C", "C", "N", "H", "H", "H", "H", "H", "H", "H"], "coordinates": [[1.615, -0.760, 0.346], [1.603, 0.822, -0.126], [2.771, -0.194, -0.356], [0.131, -1.052, -0.082], [-0.628, 0.305, -0.263], [-2.123, 0.580, -0.170], [0.301, 1.244, -0.370], [1.906, -1.190, 1.265], [2.169, 1.604, 0.430], [0.012, -1.717, -0.887], [-0.149, -1.741, 0.699], [-2.522, 0.918, 0.762], [-2.636, -0.294, -0.500], [-2.449, 1.474, -0.749]], "forces_ev_per_a": [[0.1, 0.9, -2.0], [3.3, 0.0, 1.1], [-3.4, 0.5, -0.3], [0.3, 0.4, 1.7], [3.3, 1.3, 0.9], [0.8, 1.0, -1.7], [-3.3, -1.4, -0.2], [0.0, -0.6, 1.1], [-0.6, -0.3, -0.4], [0.1, -0.4, -1.8], [-1.0, 0.3, 0.7], [0.5, -0.5, 1.4], [-0.7, -0.5, -0.2], [0.6, -0.8, -0.4]], "total_energy_ha": -287.34892, "charge": 0, "gap_ev": 8.40, "e_lumo_ev": -0.16, "homo_energy_ev": -8.55, "de_lowest_ev": 6.4849}

No. 5
{"formula": "C6H7N2O3S", "method": "wB97M-V/def2-TZVPD", "symbols": ["C", "C", "C", "C", "C", "C", "N", "N", "O", "O", "O", "S", "H", "H", "H", "H", "H", "H", "H"], "coordinates": [[1.325, 1.269, 1.148], [0.583, 0.071, 1.188], [2.283, 1.467, 0.209], [1.671, -0.400, -0.947], [0.721, -0.688, 0.030], [-0.087, -1.946, -0.301], [2.520, 0.608, -0.869], [-1.607, 0.058, -1.245], [-3.218, -0.431, 0.631], [-3.032, 1.820, -0.205], [-0.869, -2.481, 0.431], [-2.077, 0.762, 0.113], [1.218, 1.845, 2.125], [-0.159, -0.183, 1.994], [3.106, 2.241, 0.177], [1.582, -0.975, -1.836], [-0.121, -2.342, -1.364], [-0.938, 0.620, -1.665], [-2.903, -1.315, 0.386]], "forces_ev_per_a": [[-0.7, -0.4, 3.6], [-0.3, 0.0, -0.9], [2.8, -0.3, -2.5], [-0.4, 1.1, 1.0], [-0.4, -2.1, 0.0], [-1.0, 1.2, -1.0], [-0.9, 1.0, 1.2], [-1.6, -1.8, 1.6], [0.8, 0.1, -0.1], [-0.2, 1.3, 0.4], [-0.1, -0.6, 1.4], [-1.4, -1.2, -1.3], [0.4, -0.1, -1.8], [1.0, 0.3, -1.0], [-1.6, -0.5, 0.7], [0.6, -0.5, -0.8], [1.0, 0.7, 0.6], [1.7, 1.5, -1.0], [0.2, 0.2, -0.1]], "total_energy_ha": -966.22645, "charge": -1, "gap_ev": 7.14, "e_lumo_ev": 3.31, "homo_energy_ev": -3.83, "de_lowest_ev": 1.1312}

No. 6
{"formula": "C6H7N2O4", "method": "wB97M-V/def2-TZVPD", "symbols": ["C", "N", "C", "C", "O", "C", "O", "C", "O", "N", "C", "O", "H", "H", "H", "H", "H", "H", "H"], "coordinates": [[1.272, -0.441, 1.781], [0.358, -0.352, 0.583], [1.001, -0.020, -0.636], [0.303, -0.748, -1.843], [2.130, 0.515, -0.732], [-0.139, 0.982, 0.169], [0.605, 2.050, 0.698], [-1.504, 1.229, -0.001], [-2.089, 2.214, -0.378], [-2.199, -0.010, 0.154], [-2.783, -0.998, -0.067], [-3.348, -1.991, -0.188], [0.772, -0.052, 2.692], [1.547, -1.535, 2.009], [2.179, 0.240, 1.616], [-0.378, -0.123, -2.369], [-0.321, -1.565, -1.385], [1.092, -1.217, -2.493], [1.502, 1.821, 0.390]], "forces_ev_per_a": [[0.2, 0.5, 0.0], [0.6, -0.3, 1.8], [-1.4, -0.6, -2.1], [1.2, -1.6, 1.3], [0.7, 0.0, 0.0], [2.1, 0.4, 2.2], [-0.4, -0.1, -0.3], [-0.4, -1.1, -0.9], [-0.3, 0.6, 0.3], [-0.4, 1.0, 0.2], [1.1, 1.9, 0.4], [-1.7, -3.0, -0.6], [0.0, -0.2, -0.6], [-0.3, 1.6, -0.7], [-1.0, -1.4, 0.3], [-0.2, 0.7, -0.7], [0.7, 0.6, -0.6], [-0.8, 0.6, 0.4], [0.3, 0.4, -0.4]], "total_energy_ha": -643.30790, "charge": -1, "gap_ev": 7.21, "e_lumo_ev": 3.53, "smiles": "CN1[C@](C)([O-])[C@@]1(O)C(=O)N=C=O", "homo_energy_ev": -3.68, "de_lowest_ev": 2.3618}

No. 7
{"formula": "C6H7N2OS", "method": "wB97M-V/def2-TZVPD", "symbols": ["C", "C", "C", "C", "O", "C", "N", "C", "N", "S", "H", "H", "H", "H", "H", "H", "H"], "coordinates": [[2.015, -0.581, -0.237], [1.284, 0.341, -0.853], [1.756, 1.494, -1.612], [0.671, 2.287, -1.758], [-0.502, 1.739, -1.261], [-0.158, 0.588, -0.713], [-1.073, -0.046, -0.039], [-1.354, -1.256, 0.224], [-2.327, -1.031, 1.494], [-1.579, -2.618, -0.548], [3.010, -0.522, -0.168], [1.514, -1.251, 0.393], [2.765, 1.789, -1.512], [0.446, 3.326, -2.243], [-2.269, -1.858, 2.151], [-3.339, -0.685, 1.352], [-1.802, -0.327, 2.015]], "forces_ev_per_a": [[-3.6, 0.7, 0.1], [-0.1, 0.7, -0.6], [-1.9, 0.9, 1.2], [0.7, 2.4, -1.8], [0.4, -0.8, 0.1], [-0.8, -1.4, 0.9], [2.0, 3.1, -1.4], [-3.2, -0.6, 0.3], [-0.1, -0.8, 2.3], [0.7, -1.4, -0.4], [3.7, 0.0, -0.3], [-0.5, -1.2, 0.7], [0.9, 0.3, -0.9], [0.9, -2.2, 1.1], [-0.7, 0.7, -1.2], [2.0, -0.9, -0.1], [-0.5, 0.5, 0.1]], "total_energy_ha": -815.41732, "charge": 1, "gap_ev": 7.64, "e_lumo_ev": -5.15, "smiles": "C=C1C=CO/C1=N/C([NH3+])=S", "homo_energy_ev": -12.79, "de_lowest_ev": 2.4452}

No. 8
{"formula": "C6H7N3", "method": "wB97M-V/def2-TZVPD", "symbols": ["C", "C", "C", "C", "C", "C", "H", "H", "H", "H", "H", "H", "H", "N", "N", "N"], "coordinates": [[0.295, -0.593, 1.458], [-0.468, -0.952, -0.052], [1.046, 1.568, -0.018], [1.295, 2.084, -1.395], [-1.193, -2.174, -0.557], [-2.144, -2.969, -1.002], [1.478, -0.164, 1.531], [0.218, -1.829, 1.740], [-0.682, 0.157, 2.210], [-0.705, 2.106, -0.459], [1.515, 2.441, 0.514], [1.517, 0.536, 0.304], [-2.613, -3.870, -1.234], [-0.872, 0.123, -0.609], [-0.364, 1.358, 0.083], [1.679, 2.179, -2.517]], "forces_ev_per_a": [[-2.1, -4.3, 1.3], [-0.3, 2.3, 1.8], [2.1, -0.3, -0.8], [2.8, -1.7, -4.5], [-4.9, -3.6, -1.7], [7.3, 5.8, 3.5], [-3.9, -1.8, 0.3], [0.8, 3.7, 0.5], [3.6, -2.5, -2.6], [-1.5, 0.7, -0.6], [-1.0, -1.1, 0.9], [-0.1, 3.0, -2.0], [-0.7, -0.8, -0.4], [1.0, 1.8, 0.3], [-1.4, -1.6, 0.1], [-1.7, 0.3, 4.0]], "total_energy_ha": -396.75818, "charge": 0, "gap_ev": 9.54, "e_lumo_ev": 0.00, "homo_energy_ev": -9.54, "de_lowest_ev": 9.0911}